ORCA calculation (wB97M-V/def2-TZVPD) on a structure of composition C46H55As3BrFeO2P2.

The geometry in XYZ format:
```
110
Properties=species:S:1:pos:R:3:mulliken_spin:R:1
Fe 0.1477 -0.5657 -0.0015 3.894
Br -2.1580 -1.4546 -0.5841 0.097
C -2.9973 0.0209 0.3588 0.032
C -4.3287 -0.0875 0.6143 -0.005
C -4.9752 0.9954 1.2513 0.001
C -4.2734 2.1157 1.5853 -0.001
C -2.8864 2.2222 1.3152 0.037
C -2.1551 3.3895 1.6530 -0.012
C -0.8234 3.4804 1.3779 0.013
C -0.1464 2.3979 0.7603 -0.125
C -0.8126 1.2509 0.4361 0.441
C -2.2049 1.1475 0.6908 -0.040
H -4.8873 -0.9674 0.3327 0.000
H -6.0336 0.9273 1.4571 0.000
H -4.7736 2.9474 2.0621 0.002
H -2.6789 4.2105 2.1236 0.001
H -0.2769 4.3806 1.6292 0.004
H 0.9145 2.5047 0.5523 0.008
O -0.5309 -0.8320 2.0012 -0.042
P -0.2154 -1.2935 3.4018 0.022
C 1.6035 -1.2228 3.5761 0.005
P 2.4110 -1.8412 2.0739 0.042
O 1.8626 -1.0983 0.8631 0.168
C 2.0342 -3.5836 2.0464 -0.006
C 2.6048 -4.4304 2.9976 0.000
C 2.2307 -5.7609 3.0478 0.000
C 1.2753 -6.2471 2.1636 0.000
C 0.6946 -5.4055 1.2283 0.004
C 1.0752 -4.0750 1.1676 0.013
C 4.1669 -1.5653 2.1842 0.003
C 4.6029 -0.2671 2.4615 0.001
C 5.9542 0.0209 2.4781 -0.001
C 6.8778 -0.9825 2.2124 0.001
C 6.4506 -2.2687 1.9223 -0.001
C 5.0964 -2.5632 1.9050 0.001
C -0.7778 -2.9518 3.7451 0.000
C -1.8393 -3.4408 2.9876 0.001
C -2.3717 -4.6882 3.2707 0.000
C -1.8489 -5.4437 4.3091 0.000
C -0.7942 -4.9570 5.0693 0.000
C -0.2604 -3.7103 4.7923 0.001
C -0.9067 -0.1742 4.6051 0.007
C -0.6637 1.1906 4.4298 0.000
C -1.2095 2.1064 5.3085 -0.001
C -2.0021 1.6652 6.3631 0.001
C -2.2565 0.3140 6.5318 0.000
C -1.7134 -0.6099 5.6517 0.000
H 1.9564 -1.7620 4.4559 -0.001
H 1.8667 -0.1679 3.7053 0.002
H 3.3407 -4.0571 3.7000 0.000
H 2.6799 -6.4186 3.7775 0.000
H 0.9840 -7.2870 2.2068 0.000
H -0.0545 -5.7849 0.5485 0.000
H 0.6187 -3.4167 0.4348 0.018
H 3.8898 0.5249 2.6574 0.000
H 6.2910 1.0234 2.6986 0.000
H 7.9348 -0.7574 2.2298 0.000
H 7.1703 -3.0451 1.7096 0.000
H 4.7726 -3.5684 1.6673 0.000
H -2.2448 -2.8422 2.1826 -0.001
H -3.1980 -5.0684 2.6873 0.000
H -2.2696 -6.4140 4.5333 0.000
H -0.3946 -5.5461 5.8815 0.000
H 0.5503 -3.3345 5.4032 0.000
H -0.0764 1.5391 3.5874 -0.005
H -1.0244 3.1627 5.1735 0.000
H -2.4260 2.3823 7.0520 0.000
H -2.8798 -0.0233 7.3477 0.000
H -1.9224 -1.6643 5.7820 0.000
C 1.1037 2.4588 -2.8845 0.026
As -0.0273 0.9580 -2.3648 0.198
C -1.7508 1.8540 -2.4666 0.004
C -0.3222 -0.1870 -3.9391 0.084
C 0.7941 -0.9299 -4.6840 -0.001
C 1.8252 0.0795 -5.2021 0.006
C 1.5343 -2.0039 -3.8660 0.021
As 1.7328 -1.8363 -1.9246 0.061
C 2.6433 -3.5359 -1.6360 0.023
C 3.2846 -0.6574 -1.7918 0.006
C 0.1483 -1.6041 -5.9082 -0.001
As -1.2686 -3.0213 -5.8197 0.000
C -0.1118 -4.6071 -5.9427 0.000
C -1.7294 -3.2298 -3.9026 -0.001
H 0.8168 2.7759 -3.8869 0.009
H 2.1617 2.2114 -2.8679 0.003
H 0.9123 3.2696 -2.1816 -0.002
H -2.5552 1.1236 -2.3860 -0.001
H -1.8453 2.5893 -1.6717 -0.002
H -1.8139 2.3488 -3.4366 0.003
H -0.8263 0.4726 -4.6542 0.010
H -1.0809 -0.8874 -3.5828 -0.027
H 2.4004 0.5234 -4.3868 0.001
H 1.3474 0.8841 -5.7619 -0.002
H 2.5328 -0.4151 -5.8680 -0.001
H 2.5618 -2.0855 -4.2346 0.003
H 1.0826 -2.9850 -4.0192 0.002
H 3.4453 -3.6191 -2.3709 0.001
H 1.9493 -4.3667 -1.7609 0.001
H 3.0691 -3.5742 -0.6351 0.000
H 3.9494 -0.8419 -2.6360 0.002
H 3.8016 -0.8741 -0.8598 -0.002
H 2.9919 0.3910 -1.7859 -0.005
H 0.9409 -2.0637 -6.5082 0.001
H -0.2813 -0.8184 -6.5361 0.000
H 0.4936 -4.5366 -6.8451 0.000
H -0.7476 -5.4868 -6.0350 0.000
H 0.5447 -4.7404 -5.0834 0.000
H -2.5427 -2.5550 -3.6379 0.000
H -0.8990 -3.0954 -3.2077 0.000
H -2.1009 -4.2498 -3.8009 0.000
```

- Relative energy (zero: lowest compared OMol25 entry of this formula, charge and spin): 0.697 eV
- Spin multiplicity: 6
- Net charge: +2
- Maximum force: 0.63 eV Å⁻¹
- Total energy: -358201.833 eV
- Orbital gap (alpha / beta): 8.1 / 6.5 eV
- Highest occupied orbital energy (alpha / beta): -12.4 / -12.4 eV
- <S²>: 8.765

ORCA calculation (wB97M-V/def2-TZVPD) on a structure of composition C55H58Ge2PdS4.

The geometry in XYZ format:
```
120
Properties=species:S:1:pos:R:3:mulliken_spin:R:1
Pd 0.8949 -0.5418 -0.9906 1.011
C -0.5177 1.8366 2.7804 -0.003
C -0.7456 0.6430 1.8887 -0.004
C -1.7675 0.6419 0.9403 -0.010
C -1.9712 -0.4492 0.1151 0.011
C -1.1501 -1.5763 0.2119 0.007
C -0.1347 -1.5915 1.1691 -0.022
C 0.0508 -0.4856 1.9997 0.051
H -1.1555 1.7791 3.6676 0.001
H -0.7587 2.7606 2.2534 0.000
H 0.5230 1.8828 3.1075 0.000
H -2.4073 1.5126 0.8450 -0.002
H -2.7753 -0.4358 -0.6066 0.001
H -1.3800 -2.4658 -0.3531 0.000
H 0.4354 -2.4906 1.3437 0.002
H 0.8415 -0.5078 2.7409 0.007
C 3.5818 -5.7338 -4.1114 0.000
C 2.9232 -4.5046 -4.6851 -0.006
C 3.6031 -3.6662 -5.5591 0.004
C 3.0009 -2.5363 -6.0999 0.001
C 3.7662 -1.6404 -7.0366 0.003
C 1.6845 -2.2231 -5.7400 0.024
C 0.9795 -3.0577 -4.8605 -0.017
C -0.4416 -2.7658 -4.4443 0.007
C 1.6154 -4.1851 -4.3500 0.003
C 1.0466 -1.0252 -6.3691 -0.016
C 0.5182 -1.1724 -7.6510 -0.001
C -0.0740 -0.1061 -8.2964 0.001
C -0.1399 1.1268 -7.6681 0.003
C 0.3539 1.3120 -6.3780 0.002
C 0.9633 0.2102 -5.7163 0.019
Ge 1.4617 0.3167 -3.7805 0.017
S -0.4199 0.4229 -2.6668 0.353
S 3.1128 1.7628 -3.2252 0.003
Ge 3.6655 0.3341 -1.5723 -0.015
S 2.4682 0.7288 0.2051 0.391
S 2.6264 -1.4405 -2.6981 0.152
C 5.6239 0.3303 -1.1612 -0.035
C 6.6074 0.4191 -2.1691 0.008
C 7.9450 0.6082 -1.8082 0.000
C 8.3343 0.6866 -0.4874 0.001
C 7.3838 0.5495 0.5027 0.000
C 6.0342 0.3815 0.1916 -0.003
C 5.1517 0.1870 1.3854 0.046
C 4.8672 1.2506 2.2494 0.009
C 5.3252 2.6651 1.9734 0.009
C 4.1013 1.0078 3.3861 -0.020
C 3.6186 -0.2564 3.6874 0.003
C 2.8165 -0.5010 4.9407 0.000
C 3.9308 -1.3026 2.8259 -0.024
C 4.6935 -1.1037 1.6848 0.021
C 4.9947 -2.2607 0.7644 0.001
C 6.4497 0.2559 -3.6484 0.002
C 6.6518 1.3636 -4.4790 0.000
C 6.7038 2.7689 -3.9259 0.000
C 6.8799 1.1623 -5.8356 0.000
C 6.9585 -0.1131 -6.3780 0.001
C 7.4033 -0.3071 -7.8053 0.000
C 6.6885 -1.1968 -5.5511 -0.003
C 6.4322 -1.0364 -4.1935 -0.004
C 6.2192 -2.2480 -3.3208 0.016
C 0.2088 2.6839 -5.7938 -0.003
C 1.2664 3.5968 -5.8637 0.004
C 2.5233 3.2878 -6.6444 0.000
C 1.1138 4.8543 -5.2854 0.000
C -0.0719 5.2376 -4.6843 0.001
C -0.2002 6.5673 -3.9868 0.000
C -1.1490 4.3581 -4.7243 -0.003
C -1.0361 3.0914 -5.2753 -0.017
C -2.2467 2.1896 -5.3167 0.020
H 4.5155 -5.9598 -4.6274 0.000
H 2.9261 -6.6022 -4.1944 0.000
H 3.8084 -5.5931 -3.0509 0.000
H 4.6278 -3.8994 -5.8351 0.000
H 4.7072 -2.1050 -7.3204 0.000
H 3.9858 -0.6836 -6.5551 0.000
H 3.2025 -1.4279 -7.9446 0.000
H -0.9498 -2.1136 -5.1515 -0.001
H -0.4613 -2.2706 -3.4730 -0.003
H -1.0164 -3.6892 -4.3468 0.000
H 1.0654 -4.8375 -3.6749 0.000
H 0.5708 -2.1457 -8.1278 0.000
H -0.4865 -0.2345 -9.2919 0.000
H -0.5831 1.9754 -8.1791 0.000
H 8.6844 0.6790 -2.5990 0.000
H 9.3765 0.8398 -0.2298 0.000
H 7.6734 0.5799 1.5478 0.000
H 5.8726 2.7423 1.0380 -0.002
H 5.9691 3.0200 2.7814 0.000
H 4.4620 3.3335 1.9169 -0.001
H 3.8639 1.8420 4.0442 -0.001
H 2.2483 0.3864 5.2271 0.000
H 3.4790 -0.7498 5.7743 0.000
H 2.1227 -1.3341 4.8125 0.000
H 3.5702 -2.3039 3.0492 -0.001
H 4.7449 -3.2079 1.2419 0.000
H 6.0492 -2.2772 0.4848 0.000
H 4.4165 -2.1835 -0.1627 0.001
H 6.2107 2.8424 -2.9586 0.000
H 6.2151 3.4615 -4.6132 0.000
H 7.7405 3.0977 -3.8016 0.000
H 7.0598 2.0256 -6.4733 0.000
H 7.0287 0.4892 -8.4496 0.000
H 7.0766 -1.2666 -8.2044 0.000
H 8.4945 -0.2894 -7.8587 0.000
H 6.7227 -2.2020 -5.9637 0.000
H 6.3555 -3.1645 -3.8966 0.001
H 5.2079 -2.2601 -2.9096 0.003
H 6.9156 -2.2578 -2.4780 0.000
H 2.7401 2.2213 -6.6722 0.000
H 3.3812 3.8034 -6.2136 0.000
H 2.4050 3.6312 -7.6762 0.000
H 1.9520 5.5457 -5.3064 0.000
H 0.6086 7.2432 -4.2659 0.000
H -0.1609 6.4240 -2.9035 0.000
H -1.1521 7.0471 -4.2222 0.000
H -2.1004 4.6624 -4.2946 0.000
H -2.9576 2.4646 -4.5360 0.001
H -1.9759 1.1438 -5.1742 -0.003
H -2.7539 2.2720 -6.2834 0.001
```

- Relative energy (zero: lowest compared OMol25 entry of this formula, charge and spin): 0.908 eV
- Spin multiplicity: 3
- Maximum force: 0.95 eV Å⁻¹
- Total energy: -217835.630 eV
- Orbital gap (alpha / beta): 8.1 / 6.5 eV
- Highest occupied orbital energy (alpha / beta): -7.6 / -7.9 eV
- <S²>: 2.010

ORCA calculation (wB97M-V/def2-TZVPD) on a structure of composition C33H41BrI3N9NdOS2 in a non-equilibrium geometry.

The geometry in XYZ format:
```
91
Properties=species:S:1:pos:R:3:mulliken_spin:R:1
Nd -0.0531 0.4178 0.4027 3.049
C 1.6542 2.9069 2.3730 0.000
C 1.8085 1.5348 3.0589 0.004
N 2.0522 0.4470 2.0968 -0.005
C 3.4208 0.4580 1.5500 0.001
C 3.4481 0.0510 0.0739 0.000
N 2.3383 0.6403 -0.6882 -0.009
C 2.5284 2.0376 -1.1155 0.000
C 2.3711 3.0670 0.0117 -0.001
N 1.2866 2.7626 0.9609 -0.001
H 0.8741 3.4575 2.9014 0.001
H 2.5727 3.4906 2.4782 0.000
H 2.6067 1.5927 3.8076 0.000
H 0.8783 1.2993 3.5744 -0.004
H 1.9119 -0.4205 2.6039 0.002
H 3.8282 1.4615 1.6611 0.000
H 4.0740 -0.2234 2.1006 0.000
H 3.3497 -1.0337 0.0020 0.000
H 4.4203 0.3314 -0.3477 0.000
H 2.2564 0.1005 -1.5455 0.000
H 3.5168 2.1817 -1.5686 0.000
H 1.7737 2.2401 -1.8762 0.000
H 3.3131 3.1540 0.5542 0.000
H 2.1965 4.0316 -0.4675 0.000
H 0.5141 3.3780 0.7421 -0.002
I -2.3652 1.6070 1.9917 0.000
I -1.5909 2.5025 4.7422 0.000
S 0.2142 -1.5241 -1.8543 -0.001
C -1.0051 -2.5737 -2.2748 0.000
N -1.2797 -2.8918 -3.5343 0.000
C -2.4345 -3.7297 -3.8132 0.000
C -2.8259 -4.3961 -2.4937 0.000
S -2.0368 -3.4186 -1.1611 0.000
H -0.8074 -2.4035 -4.2805 0.000
H -2.1687 -4.4741 -4.5630 0.000
H -3.2537 -3.1244 -4.2065 0.000
H -2.4627 -5.4187 -2.4208 0.000
H -3.8995 -4.3862 -2.3312 0.000
C -2.0630 -2.9037 5.7638 0.000
N -1.5711 -2.2628 4.5609 0.000
C -2.0092 -2.5703 3.2203 0.000
C -1.1976 -1.5647 2.4289 -0.005
O -1.2274 -1.4305 1.1968 -0.004
N -0.4432 -0.8211 3.2475 0.002
C -0.7096 -1.2426 4.5025 0.001
N -0.1385 -0.7168 5.5787 0.000
H -2.8067 -3.6445 5.4851 0.000
H -2.5350 -2.1803 6.4322 0.000
H -1.2574 -3.4113 6.2979 0.000
H -3.0792 -2.3909 3.0862 0.000
H -1.7804 -3.5941 2.9159 0.000
H 0.1869 0.2388 5.5026 0.000
H -0.5089 -0.9641 6.4823 0.000
Br 4.8872 -4.2228 0.8929 0.000
C 3.5213 -5.3429 0.2129 0.000
C 3.8938 -6.5035 -0.4500 0.000
C 2.9261 -7.3404 -0.9799 0.000
C 1.5842 -7.0142 -0.8590 0.000
C 1.2071 -5.8597 -0.1921 0.000
C 2.1733 -5.0259 0.3489 0.000
I 1.5440 -3.3122 1.3915 0.000
H 4.9434 -6.7442 -0.5451 0.000
H 3.2272 -8.2454 -1.4898 0.000
H 0.8249 -7.6607 -1.2783 0.000
H 0.1606 -5.6065 -0.0899 0.000
N -0.7634 2.0249 -0.9616 -0.032
C -1.1527 2.9624 -1.7092 0.009
C -1.8259 2.7210 -3.0201 -0.001
C -2.5929 3.7047 -3.6394 0.002
C -3.2600 3.4290 -4.8235 -0.001
C -3.1581 2.1740 -5.4036 0.001
C -2.3833 1.1919 -4.7984 0.000
C -1.7275 1.4617 -3.6112 -0.002
C -0.9268 4.4056 -1.3212 -0.004
C -0.0688 5.2047 -2.0735 0.000
C 0.2627 6.4811 -1.6405 0.000
C -0.2722 6.9814 -0.4616 0.000
C -1.1568 6.2062 0.2761 0.000
C -1.4770 4.9248 -0.1508 0.000
H -2.6787 4.6842 -3.1851 0.000
H -3.8627 4.1940 -5.2955 0.000
H -3.6830 1.9587 -6.3255 0.000
H -2.2988 0.2160 -5.2608 0.000
H -1.1321 0.7081 -3.1094 0.002
H 0.3435 4.8232 -3.0016 0.000
H 0.9426 7.0892 -2.2240 0.000
H -0.0098 7.9755 -0.1238 0.000
H -1.5967 6.5978 1.1845 0.000
H -2.1737 4.3269 0.4220 0.000
N -3.2274 0.0125 -0.6904 0.000
C -2.8992 0.7444 0.1402 -0.002
```

- Relative energy (zero: lowest compared OMol25 entry of this formula, charge and spin): 0.000 eV
- Spin multiplicity: 4
- Net charge: +1
- Maximum force: 2.17 eV Å⁻¹
- Total energy: -181636.162 eV
- Orbital gap (alpha / beta): 7.5 / 7.6 eV
- Highest occupied orbital energy (alpha / beta): -9.6 / -9.6 eV
- <S²>: 3.754

ORCA calculation (wB97M-V/def2-TZVPD) on a cluster of 2 separate species, C4H3I in total in a non-equilibrium geometry.

The geometry in XYZ format:
```
8
Properties=species:S:1:pos:R:3:nbo_charge:R:1
C -0.6035 -0.2673 0.7552 -0.058
C 0.7210 -0.3153 0.5182 0.093
C -0.9718 0.7264 -0.3365 -0.463
C 0.2363 -0.0414 -0.7978 -0.078
I 3.1168 -1.9335 2.4658 -0.169
H -1.8211 0.6050 -0.9455 0.229
H -0.8782 1.8394 -0.0559 0.250
H 0.2005 -0.6133 -1.6035 0.196
```

- Relative energy (zero: lowest compared OMol25 entry of this formula, charge and spin): 5.906 eV
- Maximum force: 5.54 eV Å⁻¹
- Total energy: -12288.592 eV
- Orbital gap (alpha / beta): 5.0 / 5.1 eV
- Highest occupied orbital energy (alpha / beta): -8.8 / -8.8 eV

- Number 4 is which compound?
  C4H3I

- Which of these has the lowest relative energy (zero: lowest compared OMol25 entry of this formula, charge and spin)?
  C33H41BrI3N9NdOS2

- Which value of maximum force does entry 1 give?
  0.63 eV Å⁻¹